No. 1
Computed, not measured: a 2-piece molecular cluster, C5H10O overall at a distorted geometry, with the ωB97M-V functional and the def2-TZVPD basis.

- Gap between HOMO and LUMO: 9.59 eV
- Highest occupied orbital energy: -8.61 eV

```
! RIJCOSX wB97M-V def2-TZVPD def2/J DEFGRID3
* xyz 0 1
C 1.971 -0.048 -0.082
C 0.499 0.346 0.113
C -0.409 0.141 -1.117
C -1.727 -0.339 -0.490
O -1.409 -0.860 0.809
C -0.323 -0.205 1.264
H 2.499 0.678 -0.714
H 2.510 -0.090 0.870
H 2.100 -1.032 -0.570
H 0.111 1.214 0.821
H -0.557 1.058 -1.700
H -0.003 -0.615 -1.811
H -2.217 -1.156 -1.023
H -2.435 0.490 -0.358
H -0.798 1.058 1.877
H 0.187 -0.638 2.113
*
```

---

No. 2
Computed, not measured: C5H10O as an isolated structure, with the ωB97M-V functional and the def2-TZVPD basis.

- Gap between HOMO and LUMO: 8.97 eV
- Highest occupied orbital energy: -8.48 eV

```
! RIJCOSX wB97M-V def2-TZVPD def2/J DEFGRID3
* xyz 0 1
C 0.333 2.370 0.291
C 0.090 1.104 -0.529
C 0.220 -0.168 0.308
C 0.003 -1.434 -0.539
C -0.355 -2.626 0.127
O -1.562 -2.565 0.558
H 0.287 3.267 -0.336
H -0.416 2.476 1.084
H 1.321 2.347 0.767
H -0.907 1.134 -0.989
H 0.809 1.059 -1.358
H 1.224 -0.184 0.761
H -0.495 -0.135 1.141
H 0.730 -1.516 -1.352
H -1.479 -1.569 -0.199
H 0.197 -3.560 0.265
*
```

---

No. 3
Computed, not measured: C5H10O as an isolated structure, with the ωB97M-V functional and the def2-TZVPD basis.

- Gap between HOMO and LUMO: 7.41 eV
- Highest occupied orbital energy: -6.70 eV

```
! RIJCOSX wB97M-V def2-TZVPD def2/J DEFGRID3
* xyz 0 1
C 0.415 1.575 0.967
C 1.021 0.237 0.613
C 0.250 -1.027 0.961
C 0.458 -0.672 -0.464
C -1.177 -1.112 -1.528
O -0.450 0.268 -1.524
H 0.735 2.355 0.266
H -0.683 1.532 0.956
H 0.705 1.887 1.976
H 2.106 0.197 0.712
H 0.746 -1.912 1.354
H -0.743 -0.867 1.377
H 1.159 -1.225 -1.067
H -1.502 -1.249 -2.568
H -2.061 -0.972 -0.894
H -0.979 0.986 -1.136
*
```

---

No. 4
Computed, not measured: a 4-piece molecular cluster, C5H10O overall at a distorted geometry, with the ωB97M-V functional and the def2-TZVPD basis.

- Gap between HOMO and LUMO: 8.39 eV
- Highest occupied orbital energy: -8.18 eV

```
! RIJCOSX wB97M-V def2-TZVPD def2/J DEFGRID3
* xyz 0 1
C 0.396 2.427 0.962
C 0.195 0.444 -0.449
C -0.052 -0.875 -0.465
C 0.205 -1.734 -1.727
C -0.706 -1.434 0.817
H 0.382 2.549 2.404
H 1.953 2.487 0.538
H -0.533 3.287 0.136
H 0.693 0.895 -1.288
H -0.600 -1.572 -2.600
H 1.240 -1.570 -2.177
H 0.012 -2.854 -1.273
H -0.048 -1.421 1.699
H -1.101 -2.497 0.711
H -1.514 -0.701 1.203
O -0.090 1.053 0.727
*
```

---

Repeat the second record exactly.
Computed, not measured: C5H10O as an isolated structure, with the ωB97M-V functional and the def2-TZVPD basis.

- Gap between HOMO and LUMO: 8.97 eV
- Highest occupied orbital energy: -8.48 eV

```
! RIJCOSX wB97M-V def2-TZVPD def2/J DEFGRID3
* xyz 0 1
C 0.333 2.370 0.291
C 0.090 1.104 -0.529
C 0.220 -0.168 0.308
C 0.003 -1.434 -0.539
C -0.355 -2.626 0.127
O -1.562 -2.565 0.558
H 0.287 3.267 -0.336
H -0.416 2.476 1.084
H 1.321 2.347 0.767
H -0.907 1.134 -0.989
H 0.809 1.059 -1.358
H 1.224 -0.184 0.761
H -0.495 -0.135 1.141
H 0.730 -1.516 -1.352
H -1.479 -1.569 -0.199
H 0.197 -3.560 0.265
*
```

---

Question: Look up the gap between HOMO and LUMO of the fourth one.
Answer: 8.39 eV